# 1
Entry from the OMol25 dataset: C51H37Cl3CsF6GeN11O2 as an isolated structure at a distorted geometry (ωB97M-V/def2-TZVPD).

```
112
C51H37Cl3CsF6GeN11O2 | the OMol25 dataset | ωB97M-V/def2-TZVPD
Cs -0.63 -0.78 -0.99
C 5.72 5.38 1.28
N 5.71 5.20 -0.16
C 5.99 4.11 -0.90
N 5.81 4.37 -2.18
C 5.39 5.66 -2.16
N 5.31 6.20 -0.96
C 4.41 5.02 1.96
C 4.43 4.45 3.22
C 3.25 4.12 3.86
C 2.03 4.35 3.24
C 2.01 4.92 1.97
C 3.20 5.26 1.33
C 0.74 5.15 1.29
N 0.53 5.71 0.15
N -0.84 5.65 -0.08
C -1.35 5.07 0.95
O -0.41 4.72 1.86
C -2.73 4.67 1.24
C -3.28 4.87 2.50
C -4.54 4.37 2.78
C -5.22 3.63 1.82
C -4.66 3.42 0.56
C -5.37 2.55 -0.44
N -4.44 1.99 -1.41
C -3.44 1.12 -1.21
N -2.75 0.98 -2.33
C -3.39 1.80 -3.19
N -4.42 2.44 -2.68
C -3.43 3.97 0.27
H 5.96 6.43 1.44
H 6.52 4.78 1.70
H 6.31 3.17 -0.48
H 5.13 6.21 -3.05
H 5.38 4.24 3.70
H 3.27 3.66 4.84
H 1.10 4.07 3.72
H 3.16 5.69 0.34
H -2.71 5.40 3.26
H -4.98 4.51 3.76
H -6.17 3.17 2.06
H -6.09 3.11 -1.03
H -5.90 1.75 0.07
H -3.22 0.62 -0.27
H -3.09 1.93 -4.22
H -2.97 3.81 -0.69
C 3.99 1.07 1.90
C 3.40 0.54 3.05
C 2.87 -0.74 3.05
C 2.90 -1.51 1.87
C 3.55 -0.99 0.74
C 4.08 0.29 0.75
C 2.23 -2.79 1.70
C 1.68 -3.52 2.74
C 1.03 -4.71 2.50
C 0.93 -5.18 1.15
C 0.26 -6.37 0.84
C 0.19 -6.85 -0.46
C 0.79 -6.11 -1.48
C 1.44 -4.92 -1.20
C 1.53 -4.42 0.11
N 2.17 -3.22 0.38
H 4.35 2.09 1.90
H 3.33 1.14 3.94
H 2.37 -1.11 3.93
H 4.56 0.67 -0.15
H 1.77 -3.14 3.74
H 0.60 -5.29 3.30
H -0.19 -6.93 1.65
H -0.32 -7.77 -0.68
H 0.75 -6.46 -2.50
H 1.90 -4.38 -2.01
C -2.96 -5.67 -1.34
C -2.39 -4.41 -1.07
N -1.93 -3.61 -1.99
C -2.00 -4.00 -3.28
C -2.56 -5.23 -3.66
C -3.05 -6.07 -2.65
C -2.61 -5.60 -5.05
C -2.12 -4.78 -6.00
C -1.53 -3.52 -5.65
C -0.98 -2.66 -6.61
C -0.40 -1.48 -6.21
C -0.37 -1.19 -4.84
N -0.88 -1.97 -3.92
C -1.46 -3.12 -4.31
H -3.31 -6.29 -0.53
H -2.30 -4.07 -0.04
H -3.49 -7.03 -2.91
H -3.06 -6.55 -5.31
H -2.16 -5.06 -7.05
H -1.02 -2.93 -7.66
H 0.05 -0.80 -6.92
H 0.11 -0.28 -4.49
Cl 2.02 -1.80 -2.32
Ge 3.53 -2.24 -0.74
Cl 5.16 -1.13 -1.97
Cl 4.60 -4.13 -1.10
C -2.89 -1.83 2.91
C -2.22 -0.53 2.42
O -1.89 -0.58 1.11
C -0.94 -0.31 3.25
F -0.25 0.78 2.88
F -1.16 -0.18 4.59
F -0.12 -1.36 3.11
C -3.19 0.64 2.67
F -3.61 0.78 3.95
F -2.67 1.82 2.31
F -4.32 0.47 1.94
H -2.18 -2.64 2.78
H -3.75 -2.01 2.27
H -3.21 -1.79 3.95
```

Summary:
Highest occupied orbital energy (spin up / spin down)   -2.7 / -5.6 eV
2S+1   2
Electronic energy   -6795.63240 hartree
Charge   -1
LUMO level (spin up / spin down)   1.862 / 1.861 eV
Relative energy (zero: lowest compared OMol25 entry of this formula, charge and spin)   27.22 kJ/mol

Mulliken population analysis, charges in e, atoms 1 to 4:
1. Cs 1.53
2. C -1.26
3. N 0.74
4. C 0.12

***

# 2
Entry from the OMol25 dataset: C51H39F3NO2SbV as an isolated structure at a distorted geometry (ωB97M-V/def2-TZVPD).

```
98
C51H39F3NO2SbV | the OMol25 dataset | ωB97M-V/def2-TZVPD
V 0.09 -0.42 -0.57
O 0.72 -1.46 0.47
C 0.53 -2.06 1.68
C 0.27 -0.93 2.72
C -1.06 -0.29 2.44
C -2.18 -0.57 3.21
C -3.39 0.02 2.86
C -3.46 0.82 1.74
C -2.31 1.05 1.00
C -2.32 1.87 -0.27
C -2.24 0.96 -1.54
O -1.07 0.26 -1.41
C -2.16 1.84 -2.79
C -0.92 2.28 -3.24
C -0.80 3.00 -4.42
C -1.93 3.31 -5.15
C -3.17 2.90 -4.71
C -3.29 2.17 -3.54
C -3.43 0.02 -1.65
C -4.72 0.45 -1.33
C -5.80 -0.39 -1.49
C -5.62 -1.67 -1.97
C -4.35 -2.11 -2.30
C -3.26 -1.26 -2.16
N -1.14 0.53 1.38
C -0.73 -2.93 1.67
C -0.95 -3.80 2.73
C -2.11 -4.54 2.79
C -3.06 -4.43 1.78
C -2.83 -3.59 0.70
C -1.66 -2.85 0.64
C 1.72 -2.97 2.00
C 2.66 -2.71 2.99
C 3.67 -3.62 3.23
C 3.76 -4.79 2.50
C 2.86 -5.02 1.47
C 1.85 -4.11 1.22
H 0.27 -1.38 3.72
H 1.08 -0.20 2.64
H -2.11 -1.20 4.08
H -4.28 -0.17 3.45
H -4.39 1.28 1.45
H -3.22 2.48 -0.31
H -1.45 2.51 -0.32
H -0.02 2.03 -2.68
H 0.18 3.30 -4.76
H -1.84 3.85 -6.08
H -4.06 3.13 -5.27
H -4.26 1.83 -3.21
H -4.90 1.45 -0.97
H -6.80 -0.04 -1.25
H -6.47 -2.33 -2.10
H -4.20 -3.10 -2.70
H -2.27 -1.59 -2.46
H -0.21 -3.89 3.51
H -2.27 -5.21 3.61
H -3.97 -5.01 1.83
H -3.55 -3.53 -0.10
H -1.47 -2.19 -0.21
H 2.61 -1.80 3.57
H 4.39 -3.42 4.01
H 4.52 -5.51 2.72
H 2.93 -5.91 0.86
H 1.14 -4.29 0.42
F 7.68 0.98 1.76
C 6.42 1.03 1.33
C 5.64 2.14 1.65
C 4.35 2.20 1.17
C 3.84 1.18 0.38
C 4.62 0.06 0.11
C 5.91 -0.02 0.59
Sb 1.92 1.40 -0.57
C 2.63 1.71 -2.58
C 3.13 0.61 -3.27
C 3.63 0.75 -4.55
C 3.62 2.01 -5.13
F 4.12 2.16 -6.37
C 3.09 3.11 -4.48
C 2.58 2.95 -3.21
C 1.66 3.48 -0.02
C 0.57 3.95 0.68
C 0.41 5.31 0.90
C 1.38 6.18 0.43
F 1.21 7.50 0.61
C 2.52 5.72 -0.21
C 2.65 4.37 -0.43
H 6.06 2.94 2.25
H 3.73 3.05 1.43
H 4.22 -0.76 -0.48
H 6.54 -0.88 0.39
H 3.13 -0.37 -2.81
H 4.02 -0.09 -5.11
H 3.08 4.08 -4.97
H 2.14 3.80 -2.71
H -0.17 3.26 1.09
H -0.45 5.70 1.43
H 3.27 6.42 -0.54
H 3.54 3.99 -0.91
```

Summary:
Highest occupied orbital energy (spin up / spin down)   -11.2 / -11.0 eV
Electronic energy   -3655.70002 hartree
Charge   +1
LUMO level (spin up / spin down)   -2.965 / -2.670 eV

Mulliken population analysis, charges in e, atoms 1 to 4:
1. V 1.56
2. O -0.20
3. C 2.14
4. C -1.03

***

- Among the records above, which one has the lowest charge?
  C51H37Cl3CsF6GeN11O2